Model 1:
Here is a structure of composition C47H52HfN7O2PS4Si from the Open Molecules 2025 dataset. Energies are from wB97M-V/def2-TZVPD.

Values from the calculation:
Kohn-Sham gap, eV: 6.2459
Charge: 0
HOMO level, eV: -6.438

CARTESIAN COORDINATES (ANGSTROEM)
Hf 0.43728 0.37932 -0.39387
S 2.15190 2.51685 1.15790
S -0.66910 0.16560 1.95141
S 2.84051 0.71153 -1.59769
S -1.80682 -3.86993 2.06250
P 3.37549 2.23886 -0.35370
Si 0.36867 -0.43544 5.37705
O 0.22181 -0.23372 -2.73937
O 0.81419 -2.03404 -1.01157
N -3.47777 -0.07496 -2.23505
N -1.83755 -0.64688 -0.86637
N 1.74708 -0.42317 1.39787
N -0.32127 2.07132 -0.87018
N -3.97577 -3.65860 0.59823
N -3.31397 -1.72642 1.70175
N -7.71851 3.95219 -5.61432
C -7.14094 -1.83900 -0.13530
C -6.01651 -2.26618 0.55964
C -6.08860 2.42420 -4.31575
C -6.99132 3.27768 -5.03390
C 1.40682 -2.24495 -2.28631
C 3.04177 -0.70452 1.56164
C -5.56440 0.26050 -3.41453
C -1.25010 5.87944 0.63498
C -4.01036 2.10099 -3.15118
C -1.69971 3.51524 0.48615
C 7.30169 1.10260 -0.27305
C -5.14856 -3.18590 -0.02642
C -2.61206 0.32518 -1.27974
C 3.61408 4.96936 -0.69202
C 3.74601 6.14792 -1.40634
C 0.93967 -0.28968 2.46539
C -1.99035 4.76671 1.00895
C -7.43361 -2.33897 -1.39419
C 0.07840 -2.20774 5.90912
C 0.07991 4.47439 -0.81042
C 1.15765 -3.03619 -0.04665
C -4.88523 2.92981 -3.83042
C 3.74928 4.90238 -3.46120
C -2.23362 -1.75760 -1.58315
C 0.06440 0.79642 -3.72372
C 5.99840 1.32866 -0.68530
C -6.58927 -3.28466 -1.96175
C 1.40908 0.45683 6.66206
C 5.07511 1.89045 0.19225
C 3.57630 -0.94158 2.80806
C 5.46420 2.21994 1.48616
C -1.26974 0.45384 5.21301
C -6.42659 1.08755 -4.11022
C 3.55246 3.74752 -1.35864
C 1.38622 -0.48442 3.77913
C -5.45085 -3.69645 -1.29004
C -0.21724 5.71813 -0.28215
C -4.36085 0.77161 -2.94551
C 3.81241 6.11643 -2.79400
C 0.55047 -1.50477 -3.28768
C 7.68912 1.43602 1.01882
C -3.24485 -1.42866 -2.42944
C -3.10419 -3.01813 1.43391
C -0.64605 3.33017 -0.43104
C 3.62115 3.71984 -2.74559
C 2.72968 -0.83230 3.90509
C 6.77057 1.99320 1.89681
H 3.52089 4.99415 0.38760
H 0.63666 -2.79124 0.87381
H 3.78322 7.09424 -0.88159
H -0.79191 0.56172 -4.36348
H 2.38194 -0.00965 6.82897
H -2.79651 4.86750 1.72706
H -4.77908 -4.41834 -1.74024
H -1.46789 6.85450 1.05154
H 1.58260 1.49285 6.36180
H 0.81485 -4.00924 -0.40431
H -3.92038 -1.18836 1.10449
H 8.01670 0.66416 -0.95767
H 3.55231 2.77214 -3.26604
H -2.51494 -1.24422 2.10114
H 2.23746 -3.05142 0.11699
H 3.79157 4.87371 -4.54277
H -2.57099 1.33604 -0.90992
H 1.42630 -3.31266 -2.52114
H 0.97227 0.87198 -4.32540
H 3.90508 7.03955 -3.35228
H -0.54774 -2.72135 5.17429
H -7.80329 -1.12029 0.32976
H 0.37331 6.57549 -0.58757
H 1.09516 -1.38081 -4.22658
H -5.83447 -0.76839 -3.21085
H 3.14106 -1.01451 4.89325
H -1.69348 0.54969 6.21855
H -0.10006 1.71657 -3.16908
H 4.62469 -1.18120 2.91660
H -1.16267 1.45176 4.78694
H -3.80336 -2.00494 -3.14557
H 2.43044 -1.86228 -2.27396
H 7.06901 2.24922 2.90563
H 0.88564 4.36550 -1.52494
H 8.70711 1.25750 1.34152
H -8.31911 -2.00795 -1.92062
H -0.42667 -2.24980 6.87731
H 0.88536 0.46896 7.62140
H -6.81356 -3.70012 -2.93682
H -3.71447 -4.61519 0.42230
H -5.83295 -1.90529 1.56084
H -4.63063 3.96760 -3.99442
H -1.97661 -0.10344 4.59977
H -3.06076 2.48287 -2.79456
H -7.36848 0.70824 -4.48103
H -0.37819 -2.04458 -3.48815
H 1.01664 -2.76140 5.99255
H 5.69151 1.05891 -1.68892
H 3.63356 -0.74165 0.65508
H -2.26161 2.65115 0.82381
H 4.72992 2.63486 2.16707
H -1.77153 -2.71799 -1.42271

Model 2:
Here is a structure of composition C47H52HfN7O2PS4Si from the Open Molecules 2025 dataset. Energies are from wB97M-V/def2-TZVPD.

Values from the calculation:
Kohn-Sham gap, eV: 6.4711
Charge: 0
HOMO level, eV: -6.641

CARTESIAN COORDINATES (ANGSTROEM)
Hf -0.23640 -0.59885 0.19000
S 1.27658 1.22088 1.24454
S -1.40997 -1.63837 3.52934
S -2.51034 -2.01924 0.32411
S 0.86622 4.26933 -1.16786
P -2.59208 -2.57711 2.29129
Si 0.92840 3.64173 3.87548
O -1.59193 0.78878 -1.44109
O -0.81597 -1.61062 -2.04299
N -1.26532 0.92027 1.53065
N 1.33270 0.17318 -1.65669
N 3.13187 2.93754 -1.08043
N 2.57044 -1.09207 -2.97786
N 6.31174 -6.46388 -4.75153
N 0.88863 -2.11791 0.42956
N 2.67843 3.97731 -3.09450
C 4.14239 -4.42518 -2.88368
C 0.50190 5.33149 3.22396
C -5.38871 -2.70554 1.92682
C -2.09177 -6.51815 1.24167
C 3.37034 -3.33222 -2.52787
C 1.90282 -0.18671 -3.80335
C 6.33057 3.55870 -5.14346
C -2.49068 1.04934 2.06643
C 5.15067 3.89504 -3.06367
C 0.72069 3.58106 5.72334
C 2.00068 -3.96520 3.47973
C 2.31246 3.72281 -1.80642
C 5.68124 -5.55472 -4.44105
C -2.74641 1.90391 3.10205
C 4.88400 -4.40307 -4.06018
C -5.93708 -2.05489 4.57223
C 3.92419 3.63543 -5.11546
C 2.20587 -0.80457 -1.71377
C -2.49853 0.04881 -2.25360
C 1.28560 -3.60727 2.35013
C 6.33808 3.75553 -3.77202
C -6.70309 -2.63868 2.36982
C 2.81977 -1.84264 1.92811
C -1.67320 2.61924 3.63338
C 4.10542 -2.17780 -4.51781
C -4.62037 -2.11948 4.13027
C -4.33890 -2.44740 2.80821
C -2.06233 -4.98135 3.55635
C -0.21823 1.60017 2.05466
C -2.02745 2.12278 -1.16463
C 3.54467 -2.20100 3.06081
C 3.36426 -2.21261 -3.34932
C 3.93206 3.81719 -3.73443
C 5.11350 3.51095 -5.81309
C -6.97851 -2.31331 3.69314
C 1.64240 -2.50748 1.55185
C 3.13662 -3.25776 3.85926
C -2.30658 -5.14504 1.16733
C -1.85314 -6.35111 3.62834
C 1.15333 0.57616 -2.97334
C 4.86205 -3.27976 -4.87664
C 2.70158 3.29051 3.48057
C -0.38332 2.49458 3.13834
C -1.86689 -7.12091 2.47034
C -0.56702 -3.00151 -2.28059
C -2.29456 -4.37309 2.32246
C -1.69506 -0.99237 -2.97828
H 2.97526 3.58941 -5.63892
H 2.98878 2.26210 3.71838
H 1.95453 4.44266 -3.61631
H -0.30080 3.81548 6.03715
H -8.00454 -2.25845 4.03577
H 7.25992 3.45818 -5.68787
H -1.69336 -8.18912 2.52687
H 3.69374 -3.53036 4.74595
H -6.14686 -1.79739 5.60338
H 2.61400 -1.31037 -0.85796
H 2.72259 2.57984 -0.22707
H -7.51426 -2.83714 1.68002
H 3.83512 2.37825 -1.53436
H -1.09866 -0.54406 -3.77128
H -3.25250 -0.41236 -1.61607
H 7.27819 3.82510 -3.23980
H 1.66076 -4.80700 4.07448
H -2.36729 -1.73414 -3.41575
H 0.66017 5.35303 2.13898
H 2.00539 -0.19257 -4.87584
H 0.50326 1.40174 -3.21840
H -2.46706 -4.66578 0.20991
H 4.15951 -5.30327 -2.25266
H -2.97413 2.10662 -0.61862
H 0.40982 -4.17607 2.06073
H 4.10999 -1.29022 -5.13796
H 5.08840 3.37088 -6.88632
H 1.12190 6.11489 3.67582
H -3.80010 -1.89946 4.80477
H 4.43663 -1.64001 3.31791
H -1.51243 -3.54217 -2.34635
H 3.31355 3.97628 4.07757
H 2.91149 3.46666 2.42184
H -3.26896 0.45022 1.61234
H -5.17671 -2.95437 0.89334
H -0.54877 5.57436 3.41651
H 1.38860 4.30474 6.20319
H 0.96930 2.58538 6.10364
H -1.86069 3.29024 4.46791
H 5.18257 4.11069 -2.00636
H 2.76391 -3.35665 -1.62490
H 3.16255 -1.00621 1.33145
H -2.09415 -7.11480 0.33725
H 0.00718 -3.36084 -1.43193
H -1.66897 -6.81825 4.58872
H -1.25909 2.59634 -0.56651
H 5.44708 -3.26595 -5.78577
H -3.74562 1.99039 3.50458
H -2.99239 0.70860 -2.97045
H -2.14406 2.66536 -2.10429
H -2.01945 -4.37211 4.45192
H -0.00333 -3.11735 -3.21011

We find model 1 to be the most stable, with the next structure 72.8 kJ/mol higher.

Model 1:
Here is a cluster of 2 separate species, C12H17NS in total from the Open Molecules 2025 dataset. Energies are from wB97M-V/def2-TZVPD.

Values from the calculation:
Kohn-Sham gap, eV: 8.6653
Charge: 0
HOMO level, eV: -7.875
SMILES: Cc1c[nH]c2ccccc12.CCSC

CARTESIAN COORDINATES (ANGSTROEM)
S 2.62660 1.20855 2.29575
N 0.34266 1.19111 -1.05321
C -3.30941 1.33637 -1.75037
C -0.84109 -2.30416 -2.88678
C 1.00681 1.86246 2.79973
C 0.50941 -2.14185 -2.56132
C -1.83783 1.07285 -1.57429
C 0.16558 -0.08235 -1.54529
C -1.19628 -0.19093 -1.87055
C 1.30397 -1.17908 3.10088
C -0.83706 1.90376 -1.17556
C 1.09398 -1.08015 -1.88819
C 2.64596 -0.36840 3.14014
C -1.74205 -1.31566 -2.49536
H 1.49509 -2.20285 3.42471
H -3.86200 0.56093 -1.22617
H -1.02269 2.81103 -0.61631
H -1.17358 -3.17024 -3.43945
H 2.99407 -0.39107 4.17526
H -3.47879 1.49216 -2.81358
H 1.03312 -1.21673 2.05403
H -2.79433 -1.55519 -2.57915
H 0.68888 -0.76448 3.89027
H 3.34847 -1.01747 2.61221
H 0.98305 2.91312 3.07171
H 0.36601 1.78757 1.91709
H -3.54681 2.27853 -1.25074
H 0.60673 1.18374 3.53082
H 2.03970 -1.23978 -1.39953
H 1.22943 1.57457 -1.05388
H 1.16236 -2.95637 -2.83287

Model 2:
Here is the molecule C12H17NS from the Open Molecules 2025 dataset. Energies are from wB97M-V/def2-TZVPD.

Values from the calculation:
Kohn-Sham gap (alpha / beta), eV: 7.4375 / 7.4369
Charge: 0
HOMO level (alpha / beta), eV: -7.089 / -7.088

CARTESIAN COORDINATES (ANGSTROEM)
S 0.18249 -3.21337 1.86524
N 0.07973 -0.68951 2.22191
C -0.06736 -1.27717 -0.12376
C -0.35503 -1.82941 2.74310
C 0.89222 2.88773 -0.90112
C -0.84885 -1.89882 4.10601
C -0.19354 -0.73064 -1.49069
C -1.50364 -1.02236 -0.71283
C 0.51841 -2.60233 0.32031
C 0.39452 -0.37794 0.97960
C -0.38779 1.14973 -2.96124
C 0.30381 1.56680 -0.50903
C 1.06985 0.90337 0.68911
C 0.35267 0.64917 -1.75864
H 1.29684 -3.05126 -0.26432
H -0.40848 0.29051 -3.81414
H -1.77605 -1.41200 4.03063
H -2.16665 -1.71019 -1.18744
H -0.81863 1.79272 -0.14604
H -1.86411 0.07259 -0.60273
H 2.00046 2.78470 -1.16129
H -1.02137 -2.88825 4.36510
H -0.04140 2.01477 -3.49601
H -1.53349 1.39973 -2.87217
H -0.11885 -1.45948 4.85408
H 0.37004 3.48086 -1.77006
H 1.35710 0.51534 -1.99849
H 1.01627 3.71951 -0.01229
H 2.10376 0.79460 0.42265
H 1.03235 1.54736 1.51389
H 0.13474 -1.40675 -2.32935

We find model 1 to be the most stable, with the next structure 316.8 kJ/mol higher.

Model 1:
Here is a cluster of 2 separate species, C9H10N2 in total from the Open Molecules 2025 dataset. Energies are from wB97M-V/def2-TZVPD.

Values from the calculation:
Kohn-Sham gap, eV: 9.1042
Charge: 0
HOMO level, eV: -8.444
SMILES: CC1=C(C#N)C1.c1cc[nH]c1

CARTESIAN COORDINATES (ANGSTROEM)
N 2.00384 -2.13819 -0.09993
N -4.08614 0.97098 -0.27468
C 0.01824 -2.05903 -1.14068
C -0.52922 2.12425 -1.12585
C -0.13411 -1.76082 0.25850
C 1.39122 -2.16967 -1.33411
C 1.12515 -1.77908 0.84176
C 0.21773 1.75303 1.66157
C -2.94475 1.10826 -0.32098
C -0.49192 1.67359 0.34834
C -1.59969 1.42262 -0.31162
H -0.04326 2.67690 2.17377
H -0.66402 3.25760 -1.28877
H 0.01402 1.67426 -1.98469
H 1.24157 1.68753 1.45377
H -0.79179 -1.93638 -1.89415
H -0.91761 -1.49573 0.93226
H 1.39160 -1.50575 1.75598
H 3.01605 -1.99191 0.04501
H -0.21255 1.01644 2.39020
H 1.99562 -2.52891 -2.08570

Model 2:
Here is the molecule C9H10N2 from the Open Molecules 2025 dataset. Energies are from wB97M-V/def2-TZVPD.

Values from the calculation:
Kohn-Sham gap, eV: 8.6073
Charge: 0
HOMO level, eV: -8.185
SMILES: C=C=C(C)N1C[C@@]12C=CC=N2

CARTESIAN COORDINATES (ANGSTROEM)
N 1.49684 -0.16514 1.06230
N -0.25349 -0.43023 -0.69091
C 0.60374 -1.53804 -0.80552
C -1.51151 -0.26890 0.01057
C 1.10628 -0.18506 -0.26282
C 2.02457 0.75360 -1.02775
C -2.43076 2.09147 0.24718
C 3.00138 1.08294 -0.16942
C -2.29709 -1.56743 0.42418
C 2.58486 0.58292 1.13433
C -2.03098 0.91530 -0.03464
H -3.43538 -1.52364 0.49304
H 3.89398 1.67640 -0.30965
H 0.91993 -1.93154 -1.73537
H -1.88954 -2.00562 1.30678
H -2.24266 2.51130 1.22037
H -2.13984 -2.21296 -0.42015
H 1.81575 0.96034 -2.08028
H 0.55914 -2.25180 -0.01048
H 3.07154 0.88064 2.14254
H -2.84675 2.62546 -0.49433

Model 3:
Here is the molecule C9H10N2 from the Open Molecules 2025 dataset. Energies are from wB97M-V/def2-TZVPD.

Values from the calculation:
Kohn-Sham gap, eV: 8.7667
Charge: 0
HOMO level, eV: -7.786
SMILES: CC1=CC=CN2[C@H]3C=CN1[C@H]32

CARTESIAN COORDINATES (ANGSTROEM)
N -0.76475 -0.35627 -1.94198
N 0.35303 0.76616 -0.02093
C 0.04993 0.74258 -1.62265
C -0.07144 -2.00592 -0.18556
C 1.99260 0.55099 1.93144
C -1.87430 1.29653 -0.37346
C -0.83079 -1.51569 -1.19456
C 0.90882 -1.44205 0.72222
C -0.87432 1.11202 0.50160
C -1.39702 0.97115 -1.72349
C 1.13151 -0.14350 0.95604
H 2.72554 1.17851 1.42520
H -0.96428 1.19386 1.57310
H 1.40822 -2.16463 1.35459
H 2.51330 -0.17843 2.54841
H 0.90026 1.05132 -2.19899
H -1.86567 1.37323 -2.61026
H -0.27054 -3.04915 0.03635
H 1.39459 1.19747 2.57378
H -1.58835 -2.17986 -1.59933
H -2.87635 1.60167 -0.15155

We find model 3 to be the most stable, with the next structure 35.4 kJ/mol higher.